[1]
C18H43B3O14P2 | ωB97M-V/def2-TZVPD

Each line ends with the Mulliken charge.
Atoms and positions in Å:
C 2.91 -3.32 0.45  -1.18
C 2.50 -1.74 0.54  0.44
O 3.64 -1.01 0.04  -0.37
C 3.27 0.29 -0.49  -0.27
B 2.29 1.15 0.50  0.57
O 2.72 1.69 1.76  -0.33
B 1.74 1.32 2.78  0.51
O 0.31 1.26 2.52  -0.46
B 0.04 0.82 1.17  0.32
C -1.17 -0.17 0.73  -0.72
C -1.14 -0.41 -0.87  -0.20
O -2.12 -1.40 -1.31  -0.36
C -2.08 -1.54 -2.74  0.18
O -2.87 -0.91 -3.49  -0.51
O 0.89 1.36 0.11  -0.37
H 2.10 -3.98 0.92  0.35
H 3.04 -3.56 -0.67  0.30
H 3.94 -3.40 0.94  0.29
H 1.55 -1.64 -0.08  -0.09
H 2.33 -1.55 1.67  0.05
H 2.89 0.26 -1.58  0.15
H 4.26 0.90 -0.54  0.20
H 2.19 1.10 3.87  -0.12
H -2.21 0.26 1.00  0.36
H -1.12 -1.20 1.24  0.30
H -1.43 0.60 -1.34  0.29
H -0.11 -0.69 -1.28  0.21
H -1.35 -2.27 -3.26  0.39
O -6.76 1.60 -5.26  -0.71
P -7.69 0.88 -6.25  1.09
O -9.08 1.03 -5.35  -0.34
C -9.75 2.27 -5.36  -0.32
C -10.51 2.48 -6.66  -0.95
O -7.29 -0.66 -5.75  -0.37
C -5.98 -0.93 -5.24  -0.45
C -5.99 -0.90 -3.72  -0.77
O -8.65 0.12 -7.45  -0.27
C -8.01 -0.18 -8.69  -0.39
C -7.12 -1.41 -8.60  -0.89
H -9.05 3.09 -5.18  0.28
H -10.46 2.26 -4.52  0.33
H -9.82 2.60 -7.49  0.24
H -11.13 3.38 -6.60  0.40
H -11.15 1.62 -6.88  0.23
H -5.25 -0.23 -5.65  0.38
H -5.69 -1.92 -5.58  0.47
H -6.46 0.00 -3.32  0.28
H -4.97 -0.96 -3.33  0.00
H -6.56 -1.75 -3.33  0.32
H -7.44 0.69 -9.03  0.32
H -8.80 -0.37 -9.42  0.33
H -6.19 -1.17 -8.08  0.17
H -6.86 -1.77 -9.60  0.41
H -7.61 -2.21 -8.05  0.26
O 7.85 -0.76 4.94  -0.70
P 7.35 0.12 6.10  1.06
O 6.80 -1.12 7.05  -0.34
C 7.74 -1.87 7.80  -0.33
C 8.23 -1.10 9.01  -0.96
O 5.90 0.51 5.39  -0.39
C 5.79 0.58 3.97  -0.39
C 5.23 -0.71 3.40  -1.03
O 6.90 1.18 7.37  -0.27
C 7.27 2.56 7.21  -0.39
C 6.36 3.29 6.24  -0.89
H 8.57 -2.18 7.16  0.28
H 7.23 -2.78 8.13  0.33
H 8.83 -0.24 8.70  0.24
H 8.85 -1.73 9.65  0.41
H 7.39 -0.72 9.59  0.23
H 6.75 0.83 3.52  0.44
H 5.11 1.40 3.74  0.36
H 5.76 -1.59 3.78  0.42
H 5.28 -0.71 2.31  0.28
H 4.18 -0.83 3.70  0.14
H 8.31 2.63 6.90  0.32
H 7.18 3.02 8.20  0.33
H 6.61 3.03 5.21  0.17
H 6.49 4.37 6.34  0.43
H 5.31 3.04 6.40  0.26

Properties
lowest unoccupied orbital energy: -0.0568 Eh
total energy: -68637.13165 eV
HOMO-LUMO gap: 8.28 eV
SMILES: CCOCB1OBOB(CCOC=O)O1.CCOP(=O)(OCC)OCC.CCOP(=O)(OCC)OCC
HOMO: -9.82 eV


[2]
C18H43BFNO10P2 | ωB97M-V/def2-TZVPD

Each line ends with the Mulliken charge.
Atoms and positions in Å:
C 3.50 -2.52 2.46  -1.37
C 2.03 -2.88 2.33  0.30
O 1.36 -2.62 3.56  -0.39
C 0.38 -3.54 3.83  0.22
O 0.66 -4.67 4.12  -0.55
C -1.08 -3.09 3.69  -0.19
C -1.66 -3.87 2.51  -0.44
C -3.18 -3.66 2.25  -0.66
B -3.87 -2.53 3.12  0.38
N -4.56 -1.46 2.43  -0.51
F -3.89 -2.52 4.45  -0.32
H 4.05 -3.28 3.01  0.35
H 3.93 -2.38 1.47  0.33
H 3.63 -1.59 3.02  0.34
H 1.63 -2.27 1.51  -0.02
H 1.95 -3.92 2.01  0.37
H -1.06 -2.01 3.56  0.33
H -1.55 -3.40 4.62  0.31
H -1.09 -3.71 1.59  0.19
H -1.52 -4.92 2.74  0.30
H -3.31 -3.43 1.20  0.28
H -3.73 -4.59 2.41  0.29
H -5.36 -1.88 1.95  0.25
H -4.97 -0.81 3.09  0.24
O 2.22 -2.69 -1.32  -0.76
P 1.77 -3.30 -2.62  1.25
O 2.98 -2.79 -3.63  -0.36
C 4.25 -3.44 -3.55  -0.33
C 4.20 -4.86 -4.08  -0.99
O 0.65 -2.15 -2.96  -0.42
C 0.15 -1.24 -1.97  -0.07
C 0.92 0.06 -1.99  -1.12
O 1.11 -4.28 -3.76  -0.39
C -0.07 -4.00 -4.54  -0.13
C 0.23 -3.08 -5.70  -1.07
H 4.62 -3.42 -2.52  0.26
H 4.94 -2.85 -4.16  0.32
H 3.59 -5.50 -3.44  0.28
H 5.20 -5.29 -4.12  0.41
H 3.77 -4.89 -5.08  0.22
H 0.15 -1.70 -0.98  0.05
H -0.89 -1.05 -2.22  0.37
H 1.99 -0.10 -1.87  0.26
H 0.58 0.72 -1.19  0.37
H 0.78 0.57 -2.95  0.31
H -0.88 -3.63 -3.91  0.24
H -0.40 -4.97 -4.93  0.36
H 0.66 -2.14 -5.37  0.27
H -0.68 -2.87 -6.25  0.38
H 0.95 -3.54 -6.37  0.30
O -0.06 3.84 -0.30  -0.72
P -0.21 4.97 0.65  1.02
O -1.39 4.50 1.68  -0.34
C -1.10 3.45 2.61  -0.30
C -0.12 3.88 3.68  -1.01
O -1.06 6.01 -0.29  -0.36
C -1.25 5.80 -1.69  -0.34
C -2.55 5.09 -1.97  -1.12
O 0.34 6.18 1.59  -0.32
C 0.08 7.58 1.42  -0.15
C -1.28 7.97 1.94  -1.06
H -0.72 2.57 2.07  0.27
H -2.05 3.17 3.07  0.31
H 0.87 4.09 3.26  0.27
H -0.01 3.10 4.44  0.41
H -0.46 4.79 4.17  0.23
H -0.40 5.27 -2.13  0.35
H -1.27 6.79 -2.15  0.34
H -2.62 4.15 -1.41  0.28
H -2.66 4.87 -3.03  0.39
H -3.39 5.71 -1.65  0.29
H 0.23 7.88 0.38  0.25
H 0.84 8.10 2.00  0.34
H -2.08 7.40 1.46  0.28
H -1.46 9.03 1.76  0.38
H -1.35 7.77 3.01  0.29

Properties
lowest unoccupied orbital energy: -0.0224 Eh
energy above the lowest of the compared OMol25 structures with the same formula, charge and spin: 152.0 kJ/mol
total energy: -63303.59408 eV
HOMO-LUMO gap: 9.45 eV
SMILES: CCOC(=O)CCCB(N)F.CCOP(=O)(OCC)OCC.CCOP(=O)(OCC)OCC
HOMO: -10.07 eV


[3]
C18H43ClN5O8 | ωB97M-V/def2-TZVPD

Each line ends with the Mulliken charge.
Atoms and positions in Å:
Cl -3.16 -5.79 -1.09  1.74
O -3.41 -5.82 0.31  -0.57
O -2.53 -6.98 -1.53  -0.72
O -4.38 -5.65 -1.82  -0.70
O -2.18 -4.74 -1.31  -0.75
C -4.13 -4.73 3.72  -1.55
C -4.19 -6.02 4.46  0.48
N -3.11 -6.07 5.47  0.27
C -3.37 -6.86 6.65  -1.06
C -3.39 -8.35 6.55  -1.74
C -1.80 -6.30 4.78  1.20
C -0.54 -6.34 5.67  -3.43
H -3.55 -4.60 2.81  0.13
H -3.99 -3.86 4.37  0.38
H -5.12 -4.50 3.33  0.53
H -5.10 -6.05 5.05  0.56
H -4.20 -6.86 3.76  -0.56
H -2.53 -6.55 7.27  0.13
H -4.22 -6.39 7.14  0.80
H -4.25 -8.56 5.90  -0.39
H -2.53 -8.86 6.12  0.17
H -3.55 -8.71 7.57  1.60
H -1.58 -5.40 4.20  -0.14
H -1.71 -7.26 4.25  0.02
H -0.23 -7.28 6.12  0.73
H -0.47 -5.54 6.40  0.42
H 0.37 -6.17 5.10  1.00
C -6.40 -8.45 -0.41  0.17
O -6.26 -9.57 -0.93  -0.62
N -7.26 -8.16 0.53  0.41
C -7.13 -6.89 1.32  -0.87
C -8.27 -9.10 0.95  -1.31
H -5.74 -7.62 -0.70  0.28
H -7.88 -6.19 0.95  0.48
H -6.12 -6.59 1.05  0.04
H -7.21 -7.10 2.39  0.30
H -8.26 -10.06 0.43  0.33
H -8.16 -9.36 2.01  0.36
H -9.28 -8.73 0.83  0.39
C -4.29 -11.20 1.08  0.09
O -3.94 -11.80 0.04  -0.63
N -3.59 -10.17 1.53  0.63
C -4.30 -9.32 2.46  -0.66
C -2.36 -9.67 0.98  -1.17
H -5.27 -11.38 1.55  0.24
H -4.79 -8.45 2.02  0.01
H -3.53 -8.89 3.11  0.05
H -5.03 -9.79 3.12  0.07
H -2.64 -8.77 0.44  0.25
H -1.75 -9.47 1.86  0.47
H -1.88 -10.26 0.19  0.27
C -1.74 -1.62 2.81  -0.04
O -1.69 -0.43 3.28  -0.59
N -0.60 -2.38 2.69  0.56
C -0.63 -3.21 1.53  -1.02
C 0.72 -1.91 3.18  -1.22
H -2.65 -2.07 2.38  0.27
H 0.04 -4.03 1.78  0.41
H -0.50 -2.60 0.64  0.40
H -1.57 -3.72 1.36  0.13
H 1.14 -1.40 2.31  0.34
H 0.55 -1.15 3.96  0.37
H 1.36 -2.73 3.49  0.28
C -5.70 -8.10 -3.97  0.56
O -6.52 -8.96 -3.57  -0.70
N -5.58 -7.63 -5.19  0.06
C -4.62 -6.64 -5.63  -0.83
C -6.45 -8.08 -6.33  -0.94
H -4.91 -7.59 -3.41  0.08
H -4.06 -6.19 -4.81  0.23
H -4.98 -5.84 -6.28  0.28
H -3.92 -7.21 -6.23  0.36
H -6.77 -7.19 -6.87  0.28
H -5.76 -8.65 -6.95  0.33
H -7.30 -8.72 -6.09  0.27

Properties
2S+1: 2
lowest unoccupied orbital energy (spin up / spin down): 0.1496 / 0.1494 Eh
total energy: -55705.91664 eV
HOMO-LUMO gap (spin up / spin down): 1.32 / 7.67 eV
HOMO (spin up / spin down): 2.75 / -3.60 eV
total charge: -2


Which of these has the lowest total energy?
C18H43B3O14P2


What is the total energy in the second record?
-63303.59408 eV


Please write out number 3 again, unchanged.
C18H43ClN5O8 | ωB97M-V/def2-TZVPD

Each line ends with the Mulliken charge.
Atoms and positions in Å:
Cl -3.16 -5.79 -1.09  1.74
O -3.41 -5.82 0.31  -0.57
O -2.53 -6.98 -1.53  -0.72
O -4.38 -5.65 -1.82  -0.70
O -2.18 -4.74 -1.31  -0.75
C -4.13 -4.73 3.72  -1.55
C -4.19 -6.02 4.46  0.48
N -3.11 -6.07 5.47  0.27
C -3.37 -6.86 6.65  -1.06
C -3.39 -8.35 6.55  -1.74
C -1.80 -6.30 4.78  1.20
C -0.54 -6.34 5.67  -3.43
H -3.55 -4.60 2.81  0.13
H -3.99 -3.86 4.37  0.38
H -5.12 -4.50 3.33  0.53
H -5.10 -6.05 5.05  0.56
H -4.20 -6.86 3.76  -0.56
H -2.53 -6.55 7.27  0.13
H -4.22 -6.39 7.14  0.80
H -4.25 -8.56 5.90  -0.39
H -2.53 -8.86 6.12  0.17
H -3.55 -8.71 7.57  1.60
H -1.58 -5.40 4.20  -0.14
H -1.71 -7.26 4.25  0.02
H -0.23 -7.28 6.12  0.73
H -0.47 -5.54 6.40  0.42
H 0.37 -6.17 5.10  1.00
C -6.40 -8.45 -0.41  0.17
O -6.26 -9.57 -0.93  -0.62
N -7.26 -8.16 0.53  0.41
C -7.13 -6.89 1.32  -0.87
C -8.27 -9.10 0.95  -1.31
H -5.74 -7.62 -0.70  0.28
H -7.88 -6.19 0.95  0.48
H -6.12 -6.59 1.05  0.04
H -7.21 -7.10 2.39  0.30
H -8.26 -10.06 0.43  0.33
H -8.16 -9.36 2.01  0.36
H -9.28 -8.73 0.83  0.39
C -4.29 -11.20 1.08  0.09
O -3.94 -11.80 0.04  -0.63
N -3.59 -10.17 1.53  0.63
C -4.30 -9.32 2.46  -0.66
C -2.36 -9.67 0.98  -1.17
H -5.27 -11.38 1.55  0.24
H -4.79 -8.45 2.02  0.01
H -3.53 -8.89 3.11  0.05
H -5.03 -9.79 3.12  0.07
H -2.64 -8.77 0.44  0.25
H -1.75 -9.47 1.86  0.47
H -1.88 -10.26 0.19  0.27
C -1.74 -1.62 2.81  -0.04
O -1.69 -0.43 3.28  -0.59
N -0.60 -2.38 2.69  0.56
C -0.63 -3.21 1.53  -1.02
C 0.72 -1.91 3.18  -1.22
H -2.65 -2.07 2.38  0.27
H 0.04 -4.03 1.78  0.41
H -0.50 -2.60 0.64  0.40
H -1.57 -3.72 1.36  0.13
H 1.14 -1.40 2.31  0.34
H 0.55 -1.15 3.96  0.37
H 1.36 -2.73 3.49  0.28
C -5.70 -8.10 -3.97  0.56
O -6.52 -8.96 -3.57  -0.70
N -5.58 -7.63 -5.19  0.06
C -4.62 -6.64 -5.63  -0.83
C -6.45 -8.08 -6.33  -0.94
H -4.91 -7.59 -3.41  0.08
H -4.06 -6.19 -4.81  0.23
H -4.98 -5.84 -6.28  0.28
H -3.92 -7.21 -6.23  0.36
H -6.77 -7.19 -6.87  0.28
H -5.76 -8.65 -6.95  0.33
H -7.30 -8.72 -6.09  0.27

Properties
2S+1: 2
lowest unoccupied orbital energy (spin up / spin down): 0.1496 / 0.1494 Eh
total energy: -55705.91664 eV
HOMO-LUMO gap (spin up / spin down): 1.32 / 7.67 eV
HOMO (spin up / spin down): 2.75 / -3.60 eV
total charge: -2


Look up the total energy of the second one.
-63303.59408 eV